Below is a molecular structure, C39H55CaF30N9O22S10 in a non-equilibrium geometry, with properties calculated with ωB97M-V/def2-TZVPD.

XYZ file:
```
166
Properties=species:S:1:pos:R:3:forces:R:3
Ca 5.3928 3.1354 -1.4842 -0.5 -1.2 1.3
C 0.4237 -0.5723 -0.2651 0.0 -0.2 0.2
C 1.0049 0.8411 -0.1565 -0.5 1.5 -2.0
C 0.5881 1.4714 1.1689 1.4 -0.3 0.5
O 2.3458 1.0109 -0.6184 -0.1 -0.8 1.0
H -0.5978 -0.6342 0.1100 -0.2 0.4 0.2
H 0.9673 -1.2730 0.3687 0.4 -0.2 -0.2
H 0.3151 -0.9320 -1.2882 0.6 -0.1 -0.1
H 0.4549 1.4669 -0.8592 -0.7 -0.1 -0.6
H 0.8066 2.5391 1.1517 0.3 -0.1 0.3
H 1.1843 0.9202 1.8961 0.2 0.5 0.7
H -0.4504 1.3827 1.4878 -0.2 -0.3 -0.6
C -6.4097 7.7607 -0.4480 -0.1 -0.6 0.6
C -6.4700 6.2909 -0.9676 0.7 0.9 -0.9
C -5.9276 6.2856 -2.4416 -0.5 -1.5 -0.1
N -6.4692 5.1035 -3.3354 -2.2 1.5 1.2
C -5.7220 5.1132 -4.6709 0.7 -0.8 0.7
C -4.2822 4.5229 -4.4787 -0.9 0.8 -1.2
C -4.2900 3.1977 -3.7884 1.1 -0.8 -0.2
C -4.8536 3.3560 -2.4100 -0.1 0.1 0.2
C -6.3035 3.7749 -2.5499 0.3 -0.2 -0.6
C -8.0375 5.3368 -3.5633 2.2 -0.5 -0.3
H -7.0990 8.4427 -0.9458 0.1 -0.2 -0.4
H -5.3971 8.1638 -0.4585 0.0 -0.1 -0.3
H -6.7091 7.8092 0.5990 0.0 -0.3 0.1
H -7.4889 5.9052 -0.9346 -0.1 0.2 -0.1
H -5.8834 5.6284 -0.3311 0.2 0.1 0.0
H -4.8712 6.0628 -2.5916 0.1 0.9 0.9
H -6.2096 7.2174 -2.9319 0.1 -0.2 -0.2
H -5.6095 6.0812 -5.1592 -0.4 0.6 0.9
H -6.3435 4.5839 -5.3931 0.2 -0.7 0.2
H -3.6116 5.2292 -3.9894 -0.2 0.1 0.1
H -3.9392 4.4733 -5.5122 0.3 -0.3 0.0
H -3.2920 2.7741 -3.6753 0.2 0.3 -0.3
H -4.8058 2.4776 -4.4234 -0.4 -0.2 0.3
H -4.2426 4.0644 -1.8505 -0.1 0.4 0.0
H -4.7290 2.4650 -1.7946 -0.6 -0.3 -0.2
H -6.7775 3.7843 -1.5684 -0.4 0.7 -0.3
H -6.7992 3.0338 -3.1769 -0.2 -0.1 0.1
H -8.1608 6.3406 -3.9699 0.0 -0.1 0.2
H -8.5688 5.1873 -2.6234 0.2 0.0 -0.2
H -8.3159 4.6078 -4.3243 -0.2 0.0 0.2
C 5.6956 -10.4673 -4.0578 -1.3 -0.1 1.0
N 4.9288 -9.2393 -4.3045 -0.4 1.9 -0.9
C 3.7700 -8.9825 -3.6211 1.2 1.5 -0.8
C 3.1703 -7.7079 -3.7164 0.5 -1.4 -0.1
C 3.7485 -6.7275 -4.4913 1.1 0.5 -1.4
C 4.9854 -7.0019 -5.2255 -1.3 -1.5 1.4
C 5.5068 -8.2916 -5.1378 -1.3 0.4 1.2
C 3.1314 -5.3572 -4.6454 0.8 0.2 0.2
C 1.7796 -5.1329 -4.9462 -1.0 1.9 -0.7
C 1.2816 -3.8191 -5.1916 2.7 -0.8 0.7
N 2.1601 -2.7618 -5.0601 -1.7 -1.5 0.3
C 3.4412 -2.9808 -4.7488 1.6 -0.8 0.2
C 4.0284 -4.2686 -4.5330 -3.0 0.8 -0.9
C 1.5899 -1.3924 -5.2646 0.7 -0.1 -0.8
H 6.2747 -10.8340 -4.9052 -0.3 0.3 0.1
H 4.8687 -11.1182 -3.7735 0.8 -0.9 0.0
H 6.2996 -10.2335 -3.1810 0.3 -0.4 -0.2
H 3.3493 -9.6949 -2.9268 0.3 -0.4 -0.2
H 2.2689 -7.5779 -3.1359 -0.1 0.3 0.0
H 5.5373 -6.2743 -5.8019 -0.3 0.1 -0.1
H 6.3926 -8.6255 -5.6579 0.0 0.1 0.0
H 1.0035 -5.8649 -5.1141 0.4 -0.6 0.2
H 0.2854 -3.5809 -5.5341 -0.1 -0.2 0.3
H 4.0524 -2.0906 -4.7301 0.1 0.1 0.2
H 5.0740 -4.4789 -4.3630 0.0 0.7 0.2
H 2.0611 -1.0314 -6.1788 0.0 0.2 0.1
H 1.8220 -0.7163 -4.4418 -0.2 -0.3 0.1
H 0.5244 -1.4860 -5.4746 0.1 0.0 0.4
C -1.1991 0.4848 6.3042 -1.2 -1.9 0.5
N -0.9408 -0.9870 6.6636 0.7 0.2 -0.6
C 0.5393 -1.2325 6.2090 -0.7 -1.5 1.1
C -1.1726 -1.1249 8.1975 0.1 -1.4 -1.3
C -1.8121 -1.9745 5.7696 -0.3 1.1 -1.3
C -3.2120 -1.5133 5.2765 0.8 0.7 1.0
O -4.0768 -1.2480 6.3628 -0.1 -0.4 -0.1
H -0.9820 0.5612 5.2388 0.1 0.6 0.3
H -0.6400 1.0931 7.0152 0.2 0.1 -0.6
H -2.2629 0.5520 6.5317 0.0 0.7 -0.3
H 1.2798 -0.6379 6.7440 -0.5 0.3 0.0
H 0.6713 -1.1708 5.1288 -0.5 0.6 0.1
H 0.7219 -2.2825 6.4375 0.1 0.0 0.2
H -1.0325 -2.1765 8.4477 0.5 0.0 -0.1
H -2.2282 -0.9820 8.4285 0.1 0.7 -0.3
H -0.4711 -0.5082 8.7593 -0.2 0.1 -0.3
H -1.8501 -3.0225 6.0669 0.3 0.4 1.0
H -1.2873 -1.9870 4.8143 0.4 -0.1 0.1
H -3.6176 -2.2686 4.6033 0.3 -0.4 0.1
H -3.1388 -0.5962 4.6919 0.4 0.1 -0.2
H -4.9502 -1.2664 5.9647 -0.4 0.1 0.4
C -6.7677 -2.7276 -6.3301 -0.2 -1.1 0.0
F -6.4488 -2.9125 -7.5851 0.2 -1.8 -1.9
F -6.2055 -1.5780 -6.1113 0.4 1.7 2.1
F -8.1024 -2.6155 -6.2872 0.2 -0.1 0.7
S -6.1449 -4.2301 -5.2121 -2.2 -2.3 0.6
O -6.9564 -5.3843 -5.5737 -0.9 1.9 0.5
O -4.7828 -4.5785 -5.5169 0.5 1.9 0.3
N -6.5818 -3.6711 -3.6027 -0.1 -0.1 -4.7
S -5.2073 -3.1960 -3.0630 3.3 -3.4 2.7
O -4.5440 -4.4196 -2.5241 -0.3 2.6 -0.5
O -4.3474 -2.3166 -3.8231 -0.6 0.7 0.1
C -5.7416 -2.3267 -1.5087 0.6 0.7 -2.9
F -6.7281 -1.4445 -1.7907 0.0 -0.2 0.6
F -6.0794 -3.2335 -0.6869 -1.6 -1.2 2.0
F -4.7178 -1.6675 -1.0030 0.7 0.9 0.3
C 6.7732 -1.9415 0.7634 0.6 0.1 1.3
F 5.6886 -1.6113 1.4705 0.5 0.2 -0.6
F 7.4591 -2.8458 1.5115 -0.6 0.6 -1.2
F 6.3994 -2.4544 -0.4014 0.2 -0.1 0.2
S 7.9193 -0.4002 0.5542 1.9 -1.1 1.1
O 7.0603 0.7510 0.3360 -0.2 -0.8 -0.4
O 8.7550 -0.3747 1.7455 -1.4 -0.4 -1.7
N 8.9270 -0.9551 -0.8877 -2.4 -0.6 3.2
S 9.3437 0.4345 -1.3489 1.7 4.0 -1.9
O 8.2273 1.1134 -2.0473 0.4 0.4 -0.3
O 10.0925 1.2863 -0.4253 -0.9 -1.0 -0.9
C 10.6106 0.1786 -2.7995 0.4 -0.4 1.5
F 11.3553 1.3040 -2.9192 -0.7 -1.1 0.0
F 11.4246 -0.8866 -2.6247 -0.1 0.8 0.4
F 9.9633 -0.0614 -3.9093 -0.6 0.3 -1.1
C 6.1599 4.2087 5.6196 -0.9 -0.2 1.0
F 6.7494 5.2468 6.1709 0.5 0.7 -0.6
F 6.8861 3.7356 4.5898 -0.4 0.3 0.6
F 6.0762 3.2955 6.5828 0.3 -0.7 -0.6
S 4.3618 4.5897 5.0460 -1.9 -0.5 -1.7
O 4.4538 4.5693 3.6029 0.7 1.2 0.2
O 3.5300 3.4639 5.4968 1.3 1.6 0.5
N 3.8641 6.1775 5.6170 1.6 -3.8 -1.0
S 3.5012 5.7638 7.0990 1.0 1.0 4.2
O 2.1423 5.3720 7.3157 -0.5 -0.2 0.0
O 4.5347 4.9892 7.8464 -1.6 1.4 -1.5
C 3.5675 7.5218 7.9705 -0.6 -2.0 -1.1
F 2.4016 8.1398 7.7107 0.6 0.3 0.1
F 3.6645 7.3825 9.3036 0.3 0.2 -0.6
F 4.5964 8.2051 7.4767 -0.2 0.4 0.5
C 0.6238 -6.1744 1.5299 0.2 -3.1 1.6
F 0.3345 -5.3642 2.5309 -0.2 0.6 -0.5
F 0.3074 -5.7034 0.3448 0.2 0.5 0.1
F 1.9720 -6.4213 1.6017 -1.0 0.4 -0.5
S -0.3244 -7.9489 1.7727 -0.2 0.5 -1.7
O -1.4582 -7.8209 0.8212 1.7 0.3 2.5
O 0.6227 -8.9452 1.3207 0.4 0.6 0.9
N -0.5750 -8.0400 3.5126 2.1 0.9 -3.7
S -2.0470 -8.4782 3.5333 -4.4 -3.0 1.9
O -3.0015 -7.5078 3.1279 -0.7 1.3 -0.3
O -2.3292 -9.8369 3.0650 0.8 1.2 0.7
C -2.4115 -8.5374 5.4396 0.0 -0.4 -1.2
F -3.7211 -8.9003 5.7010 2.0 0.3 -0.4
F -1.5510 -9.4008 5.9981 -0.7 0.0 0.4
F -2.2137 -7.3359 5.9881 -0.1 0.0 0.2
C 1.9984 8.7843 -1.1351 -0.4 0.2 0.6
F 2.9103 8.8720 -2.1905 -1.7 -0.1 1.7
F 2.5347 9.3038 -0.0119 0.1 -0.2 -1.4
F 0.8569 9.4784 -1.3926 1.7 -0.6 -0.4
S 1.4309 7.0004 -0.7207 -0.7 -0.2 0.6
O 0.4096 6.7136 -1.7615 2.3 0.7 1.9
O 2.5905 6.1236 -0.6611 -0.2 0.7 -0.4
N 0.9343 7.2898 0.9580 1.1 -1.3 -4.4
S -0.6326 7.1824 0.8258 -2.0 3.5 2.8
O -1.2497 8.4872 0.5211 0.5 -1.5 0.6
O -1.1970 6.0813 0.1478 -0.9 -2.0 -0.7
C -0.9997 6.7857 2.7102 2.0 0.2 -2.5
F -0.7573 5.4660 2.8606 -1.3 0.4 0.2
F -0.1100 7.3727 3.5063 -1.0 0.6 0.2
F -2.2657 7.1735 2.9132 0.6 -0.7 0.8
```
Positions in Å, forces in eV/Å.

Summary:
Total energy ... -308079.5258 eV
Max |F| ... 0.1104 hartree/bohr
HOMO-LUMO gap ... 2.405 eV